Record 1
{"formula": "C2H2NOS2", "method": "ωB97M-V/def2-TZVPD", "species": ["C", "C", "N", "O", "S", "S", "H", "H"], "xyz": [[-1.278578, -1.051753, 0.285183], [0.292113, 0.711132, 0.650699], [-0.301555, -0.334198, 0.806914], [-1.548281, -2.138095, 0.712373], [1.390409, 0.857378, -1.992382], [0.870021, 2.074938, 1.177999], [-1.694172, -0.595358, -0.634280], [2.270043, 0.475957, -1.006505]], "atomic_forces_ev_per_a": [[-0.05, -0.59, -1.62], [-0.18, 0.64, 0.41], [1.46, 1.00, 0.74], [-1.07, -0.97, 0.16], [0.22, -0.47, 0.81], [0.36, 0.37, 0.00], [-0.35, -0.20, 0.20], [-0.39, 0.23, -0.71]], "charge": -1, "e_homo_ev": -3.3}

Record 2
{"formula": "C2H2O2", "method": "ωB97M-V/def2-TZVPD", "species": ["C", "C", "O", "O", "H", "H"], "xyz": [[-1.117889, -1.424969, 0.177154], [0.807363, -0.667249, -0.006628], [-0.071575, 1.659439, -0.123448], [1.148020, 0.426035, -0.065352], [-0.971995, -2.269789, -0.475794], [0.206075, 2.276532, 0.494068]], "atomic_forces_ev_per_a": [[2.45, 2.20, 0.94], [-3.24, -3.10, 0.13], [-2.36, -1.46, -2.49], [1.57, 1.03, 0.34], [0.36, -0.67, -1.05], [1.23, 1.99, 2.14]], "e_homo_ev": [-8.6, -8.5]}

Record 3
{"formula": "C2H2O2P", "method": "ωB97M-V/def2-TZVPD", "species": ["C", "C", "O", "O", "P", "H", "H"], "xyz": [[1.790732, -0.255513, -0.085815], [0.649985, -0.077878, -0.621880], [-1.564299, -1.621858, -0.409841], [2.860310, -0.460129, 0.366496], [-0.995853, -0.447712, 0.312383], [-0.440112, -1.126433, 1.444703], [0.159943, -0.067422, -1.532363]], "atomic_forces_ev_per_a": [[0.05, -0.33, -1.28], [-0.21, -0.09, 2.02], [-0.99, -1.29, -1.44], [0.23, 0.15, 0.64], [-0.15, 0.96, 1.43], [0.72, 0.31, 0.66], [0.35, 0.30, -2.02]], "charge": -1, "e_homo_ev": -2.7, "smiles": "O=C=CP[O-]"}

Record 4
{"formula": "C2H2O2P", "method": "ωB97M-V/def2-TZVPD", "species": ["C", "C", "O", "O", "P", "H", "H"], "xyz": [[0.396003, -0.331582, -0.898894], [0.648347, -0.198254, 0.798840], [0.217801, -2.798710, 0.518958], [2.573791, -2.143993, 0.085745], [1.150857, -1.729652, 0.147670], [-0.543767, 0.124910, -1.174569], [-0.126107, 0.137458, 1.355332]], "atomic_forces_ev_per_a": [[1.70, -0.27, 6.88], [1.22, -1.26, -7.97], [-1.68, -1.07, -0.04], [0.36, 0.95, -0.74], [0.79, 0.29, 0.34], [-0.19, 0.01, -0.31], [-2.20, 1.35, 1.83]], "charge": -1, "e_homo_ev": -4.2, "smiles": "O=P1([O-])C=C1"}

Record 5
{"formula": "C2H2O2PRu", "method": "ωB97M-V/def2-TZVPD", "species": ["P", "O", "C", "H", "H", "C", "O", "Ru"], "xyz": [[-0.415158, -1.583527, 1.533824], [0.117260, -2.197423, 0.221775], [-0.454699, 1.145345, -0.664710], [-1.209547, 1.774588, -0.174682], [-0.179603, 1.514435, -1.655611], [0.452021, 0.436473, 0.055318], [-0.151860, -0.000794, 1.293825], [1.841585, -1.089097, -0.609739]], "atomic_forces_ev_per_a": [[0.40, 0.90, -1.68], [0.19, 0.35, 1.47], [1.63, 1.88, -0.17], [-0.26, -0.92, -0.07], [-0.10, -0.40, 0.07], [-1.70, -0.89, -0.01], [0.36, -1.08, 0.63], [-0.53, 0.15, -0.24]], "charge": 1, "s_squared": 12.02, "e_homo_ev": [-12.0, -15.0], "spin_multiplicity": 7}

Record 6
{"formula": "C2H2O2PSn", "method": "ωB97M-V/def2-TZVPD", "species": ["P", "O", "C", "H", "H", "C", "O", "Sn"], "xyz": [[-0.957855, -1.916901, 0.170174], [-0.999476, -0.454653, 1.065993], [0.141903, 0.330780, 0.704314], [1.113185, -0.059210, 1.102242], [0.031927, 1.355976, 1.079163], [0.242967, 0.179210, -0.789062], [-0.152506, -0.989167, -1.124583], [0.579855, 1.553966, -2.208243]], "atomic_forces_ev_per_a": [[1.30, 4.30, -0.80], [0.32, -2.33, -0.79], [0.82, 0.28, -0.03], [-0.70, -0.17, 0.25], [-0.22, -0.32, -0.10], [-0.12, 1.50, 1.76], [-1.79, -4.38, 0.96], [0.39, 1.13, -1.25]], "charge": 1, "e_homo_ev": -12.0}

Record 7
{"formula": "C2H2O2S", "method": "ωB97M-V/def2-TZVPD", "species": ["C", "C", "O", "O", "S", "H", "H"], "xyz": [[1.260589, -0.919213, -0.075540], [0.160405, -0.252066, -0.016938], [3.419835, 1.186822, -0.177657], [2.244532, -1.539214, -0.109287], [4.296864, 0.034498, 0.108498], [-0.238691, 0.240363, -0.879969], [-0.372476, -0.120954, 0.902396]], "atomic_forces_ev_per_a": [[0.83, -0.73, 0.08], [-0.88, 0.63, -0.04], [-0.18, 0.22, -0.05], [-0.62, -0.22, -0.10], [0.73, 0.18, 0.11], [0.07, 0.05, -0.39], [0.03, -0.13, 0.39]], "e_homo_ev": [-8.7, -8.7], "smiles": "C=C=O.O=S"}

Record 8
{"formula": "C2H2O2S", "method": "ωB97M-V/def2-TZVPD", "species": ["C", "C", "O", "O", "S", "H", "H"], "xyz": [[-3.767776, 0.562821, 0.135185], [-0.128897, -0.232145, 0.315460], [-0.618836, -0.943367, 1.153268], [-3.544538, 1.692332, 0.267196], [-3.823533, -0.926974, -0.266205], [0.091488, -0.648058, -0.667523], [0.519199, 0.580653, 0.661042]], "atomic_forces_ev_per_a": [[1.10, 1.26, -0.70], [2.07, -1.57, 1.27], [-0.93, 0.27, -0.11], [-0.62, -0.36, 0.52], [-0.51, -0.91, 0.17], [-0.64, 0.37, -0.85], [-0.47, 0.94, -0.31]], "e_homo_ev": -10.3, "smiles": "O=C=S.C=O"}

Record 9
{"formula": "C2H2O3", "method": "ωB97M-V/def2-TZVPD", "species": ["C", "C", "H", "H", "O", "O", "O"], "xyz": [[0.337934, -0.133979, 0.626380], [-0.167501, 0.902864, -0.440965], [-0.224631, -1.731581, -0.626742], [-0.151306, 1.959926, -0.177644], [0.375924, -1.369956, 0.176441], [0.382941, 0.076584, 1.879078], [-0.553360, 0.296142, -1.436549]], "atomic_forces_ev_per_a": [[-1.86, 0.86, 4.40], [0.40, -3.62, -0.71], [2.13, 2.38, 2.42], [-0.27, 0.24, -0.40], [-1.04, -2.47, -1.77], [0.53, -0.09, -4.93], [0.11, 2.69, 1.00]], "e_homo_ev": -10.5, "smiles": "O=CC(=O)O"}

Record 10
{"formula": "C2H2O3", "method": "ωB97M-V/def2-TZVPD", "species": ["C", "C", "O", "O", "O", "H", "H"], "xyz": [[0.018649, 0.927221, -0.237745], [-0.161622, -0.386348, -0.100251], [1.369881, 0.871849, -0.276210], [1.252775, -0.563078, -0.160687], [-0.973845, -1.411765, -0.218029], [-1.015524, 2.760855, 0.789152], [-0.490312, -2.198732, 0.203768]], "atomic_forces_ev_per_a": [[-2.86, 3.17, 1.05], [1.31, 0.01, -0.04], [0.83, 0.41, 0.53], [-0.20, -0.87, -0.41], [0.77, -1.68, 1.10], [1.35, -2.45, -1.42], [-1.20, 1.43, -0.81]], "e_homo_ev": [-8.9, -9.0]}

Energy relative to the best compared isomer or geometry (same formula, charge and spin)? In order: 1.465; 9.648; 0.899; 2.325; 0.000; 1.394; 2.640; 0.350; 1.250; 10.425 eV.
F_max? In order: 0.0373; 0.0872; 0.0423; 0.1587; 0.0485; 0.0939; 0.0216; 0.0562; 0.0965; 0.0855 Eh/bohr.
M? In order: 120.18; 58.04; 89.01; 89.01; 190.08; 207.72; 90.10; 90.10; 74.03; 74.03 u.